Here is C55H49AsN5O4Rb as an isolated structure in a non-equilibrium geometry from OMol25. Energies are from ωB97M-V with the def2-TZVPD basis set.

As for the LUMO energy: 0.139 Ha. For the energy above the lowest of the compared OMol25 structures with the same formula, charge and spin, the calculation gives 57.2 kJ/mol. The total energy is -4959.81585 Ha. As for the charge: -2. As for the molar mass: 1004.4 g mol⁻¹.

XYZ file:
```
115
Properties=species:S:1:pos:R:3:forces:R:3
Rb 0.50696 0.54915 -0.10848 0.1 -0.3 0.6
C 1.42345 3.85345 -3.47368 0.0 0.0 0.0
O 0.55144 3.50120 -4.53993 -0.1 -0.2 0.1
C 0.55857 2.12517 -4.78998 0.1 0.2 -0.1
C 0.99228 1.70809 -6.03246 -0.1 0.1 0.1
C 1.06238 0.35493 -6.34687 0.1 -0.1 0.0
C 0.73525 -0.57401 -5.36313 0.0 0.0 -0.1
C 0.28045 -0.17399 -4.11947 0.2 0.0 0.0
C -0.05707 -1.15528 -3.05350 0.2 0.1 -0.1
N 0.73855 -1.80100 -2.29654 -0.5 -0.1 0.6
N 2.07567 -1.84715 -2.50232 0.7 -0.2 -0.6
C 2.91596 -1.28980 -1.66892 -0.6 0.0 0.0
O 2.67757 -0.43898 -0.76038 1.1 -0.7 -0.3
C 4.32351 -1.79982 -1.82845 0.2 0.1 0.1
C 5.21723 -1.59107 -0.77889 -0.1 0.0 -0.1
C 6.50950 -2.09133 -0.83260 0.1 -0.1 0.0
C 6.93642 -2.80659 -1.94377 0.0 0.0 0.0
C 6.05445 -3.00794 -2.99956 0.0 0.0 0.0
C 4.76229 -2.50848 -2.94522 0.0 0.0 0.0
C 0.13717 1.20824 -3.78099 -0.2 -0.1 0.1
O -0.33513 1.58361 -2.64803 0.2 0.0 -0.2
H 1.34236 4.93301 -3.33273 0.0 0.0 0.0
H 1.14198 3.34158 -2.55191 0.0 0.0 0.0
H 2.45887 3.59473 -3.72640 0.0 0.0 0.0
H 1.27330 2.46865 -6.75448 0.0 0.0 0.0
H 1.41196 0.03381 -7.32122 0.0 0.0 0.0
H 0.84547 -1.63459 -5.56587 0.0 0.0 0.0
H -1.11379 -1.33867 -2.85358 0.0 0.1 0.1
H 4.85451 -1.03595 0.07717 0.0 0.0 0.0
H 7.19309 -1.92764 -0.00573 0.0 0.0 0.0
H 7.94422 -3.20434 -1.99363 0.0 0.0 0.0
H 6.37807 -3.56943 -3.87006 0.0 0.0 0.0
H 4.07019 -2.66669 -3.76164 0.0 0.0 0.0
C -2.09002 -3.02102 3.98611 0.1 0.0 0.0
C -0.98000 -4.01177 4.19894 0.0 0.1 0.0
C -1.22485 -5.36946 4.04575 0.1 -0.1 0.0
C -0.24451 -6.32722 4.26294 0.0 0.0 0.0
C 1.02078 -5.91610 4.64953 0.0 0.0 0.0
C 1.29216 -4.56815 4.79769 0.0 0.1 0.0
C 0.31348 -3.60050 4.56794 -0.1 -0.3 0.0
N 0.60520 -2.25311 4.80877 0.1 0.3 0.0
C 0.28936 -1.22099 3.83057 0.3 -0.5 -0.1
N -0.20543 -0.13517 4.45504 -0.1 0.2 0.2
C -0.43783 1.20279 3.97638 0.1 0.2 -0.3
C 0.23592 1.66725 2.84256 0.1 0.0 0.1
C -0.06719 3.00519 2.53141 0.0 -0.1 0.2
C -0.94846 3.79461 3.26170 0.0 0.1 -0.1
C -1.57413 3.26946 4.38569 0.0 0.0 0.0
C -1.32085 1.95766 4.76798 -0.1 0.0 0.1
C -1.96921 1.40282 6.01696 0.0 0.0 -0.2
N 0.44399 -1.37404 2.57828 -0.5 0.3 -0.1
C 1.20835 -2.40176 2.03078 0.2 -0.2 0.0
C 0.62024 -3.35488 1.20056 -0.1 0.0 0.0
C 1.37748 -4.34738 0.60455 0.0 -0.1 0.0
C 2.74466 -4.40337 0.82505 0.0 0.0 0.0
C 3.34281 -3.42521 1.60657 0.0 -0.1 0.0
C 2.60418 -2.41224 2.20220 0.0 0.1 0.0
C 3.28977 -1.27543 2.91255 -0.1 -0.1 -0.1
H -3.04519 -3.54039 3.90026 0.0 0.0 0.0
H -1.92667 -2.43718 3.07664 0.0 0.0 0.0
H -2.14333 -2.31316 4.81656 0.0 0.0 0.0
H -2.22067 -5.68572 3.75400 0.0 0.0 0.0
H -0.46930 -7.37871 4.13433 0.0 0.0 0.0
H 1.80431 -6.64416 4.82124 0.0 0.0 0.0
H 2.29187 -4.24444 5.06846 0.0 0.0 0.0
H 1.53695 -2.12243 5.17887 0.0 0.0 0.0
H -0.37430 -0.28495 5.43346 0.0 -0.1 0.0
H 0.42133 3.46249 1.67172 -0.1 0.0 0.0
H -1.15883 4.81872 2.95939 0.0 0.0 0.0
H -2.25900 3.87789 4.97102 0.0 0.0 0.0
H -2.63721 2.14473 6.45685 0.0 0.0 0.0
H -1.22198 1.14505 6.77770 -0.1 0.0 0.0
H -2.55440 0.50266 5.80384 0.0 0.0 0.1
H -0.44489 -3.29159 1.01000 0.0 0.0 0.0
H 0.90178 -5.06338 -0.05435 0.0 0.0 0.0
H 3.34831 -5.17008 0.35515 0.0 0.0 0.0
H 4.42168 -3.42732 1.72687 0.0 0.0 0.0
H 4.36413 -1.31746 2.72871 0.0 0.0 0.0
H 3.13374 -1.28339 3.99685 0.0 0.0 0.0
H 2.89853 -0.32785 2.53461 0.0 0.0 0.1
O -1.39872 2.12476 -0.11828 -0.5 0.6 0.2
As -2.76969 2.02137 -0.96918 -1.4 0.5 -0.3
C -3.92656 0.65810 -0.19984 0.1 -0.1 0.1
C -3.45003 -0.07676 0.87939 0.2 0.2 -0.1
C -4.27504 -0.99560 1.51235 -0.1 -0.1 0.0
C -5.57815 -1.17486 1.07029 0.0 0.0 0.0
C -6.06309 -0.42539 0.00408 -0.1 0.0 0.0
C -5.24183 0.49425 -0.62641 0.1 0.0 0.0
C -3.06372 1.79828 -2.87725 0.0 -0.1 0.1
C -3.48057 0.55471 -3.33870 0.1 0.0 0.0
C -3.70100 0.35073 -4.69369 -0.1 0.0 0.0
C -3.54651 1.39542 -5.58954 0.1 0.0 0.1
C -3.14872 2.64349 -5.12491 0.0 0.0 -0.1
C -2.91587 2.84938 -3.77684 0.3 -0.1 0.2
C -3.79929 3.60998 -0.44595 0.1 0.0 0.0
C -4.34440 4.57779 -1.28017 -0.1 -0.2 -0.1
C -4.93011 5.71620 -0.74000 0.0 0.1 0.0
C -4.98066 5.89210 0.63442 0.0 0.0 0.0
C -4.43709 4.92729 1.47510 -0.1 0.1 0.0
C -3.84641 3.79795 0.93642 0.1 -0.1 -0.1
H -2.43127 0.09678 1.21642 0.0 0.0 0.1
H -3.90541 -1.56979 2.35306 0.0 0.0 0.0
H -6.22139 -1.89680 1.55926 0.0 0.0 0.0
H -7.08449 -0.56240 -0.33106 0.0 0.0 0.0
H -5.61457 1.08617 -1.45509 0.0 0.0 0.0
H -3.60666 -0.26832 -2.64729 0.1 0.0 0.0
H -3.98809 -0.63239 -5.04677 0.0 0.0 0.0
H -3.68990 1.23117 -6.65004 0.0 0.0 0.0
H -2.98796 3.45568 -5.82242 0.0 0.0 0.0
H -2.54304 3.80274 -3.42683 0.1 0.0 -0.1
H -4.31985 4.44430 -2.35477 0.0 0.0 0.0
H -5.32790 6.47943 -1.39887 0.0 0.0 0.0
H -5.43607 6.78326 1.04996 0.0 0.0 0.0
H -4.44968 5.07122 2.54852 0.0 0.0 0.0
H -3.37615 3.06450 1.58314 0.0 0.1 0.1
```
Forces are in eV/Å.

Mulliken population analysis, charges in e, atoms 1 to 6: atom 1 (Rb): 0.700, atom 2 (C): -0.595, atom 3 (O): -0.571, atom 4 (C): -0.169, atom 5 (C): -0.346, atom 6 (C): -0.674

***

Here is C55H50I3N4O2P2S2V as an isolated structure in a non-equilibrium geometry from OMol25. Energies are from ωB97M-V with the def2-TZVPD basis set.

The expectation value of S² is 3.77. As for the LUMO energy (alpha / beta): -0.102 / -0.105 Ha. Its spin multiplicity is 4. For the energy above the lowest of the compared OMol25 structures with the same formula, charge and spin, the calculation gives 0.0 kJ/mol. The total energy is -5811.43990 Ha. As for the charge: +1. As for the molar mass: 1356.8 g mol⁻¹.

XYZ file:
```
119
Properties=species:S:1:pos:R:3:forces:R:3
V 1.08401 0.01145 -1.29722 -0.2 1.0 -0.9
O -1.99910 1.74589 -1.31018 -0.1 -0.4 0.3
S -2.14901 0.36535 -0.65514 0.7 0.7 -0.2
C -3.15636 -0.57016 -1.73399 -0.1 -0.2 0.0
C -4.20108 0.07369 -2.35438 -0.1 -0.1 -0.1
C -5.18712 -0.63643 -3.06906 0.1 0.1 0.0
C -5.11974 -2.00223 -3.05820 -0.1 -0.1 0.0
C -6.05451 -3.04568 -3.63112 0.1 0.0 0.1
C -5.44774 -4.41089 -3.19628 0.1 0.1 0.0
C -4.16795 -4.04715 -2.47625 -0.2 0.0 -0.1
C -3.20448 -4.80640 -1.88664 0.1 0.0 0.1
C -2.06466 -4.15370 -1.36106 0.0 -0.2 -0.1
C -1.87028 -2.78874 -1.35514 0.0 0.1 -0.1
P -0.12961 -2.22412 -0.94840 -0.5 -0.6 0.2
C -0.11536 -2.73360 0.82800 0.0 0.1 -0.1
C -0.46725 -1.76275 1.76466 0.1 0.2 0.0
C -0.58703 -2.07391 3.11024 0.0 -0.1 0.0
C -0.34144 -3.36775 3.55113 0.0 0.1 -0.1
C 0.02229 -4.34006 2.63075 0.0 0.0 0.0
C 0.13015 -4.02694 1.28204 -0.1 -0.1 0.0
C 0.81827 -3.52932 -1.82823 -0.1 0.1 0.0
C 1.95941 -4.10728 -1.28873 0.1 0.0 0.2
C 2.67982 -5.05824 -2.00226 0.0 0.1 0.0
C 2.29537 -5.40765 -3.28359 -0.1 0.0 0.0
C 1.18683 -4.79257 -3.85735 0.0 0.0 0.0
C 0.45359 -3.86905 -3.13398 0.0 0.1 0.0
C -2.96031 -1.98050 -1.81910 0.1 0.2 0.1
C -4.03531 -2.64701 -2.42944 0.0 -0.1 0.0
C -3.17616 0.66588 0.74924 0.0 0.1 0.1
C -4.39587 0.04946 0.86545 -0.1 0.0 0.2
C -5.29179 0.33917 1.91943 0.0 -0.1 -0.2
C -4.92891 1.29772 2.81181 0.0 0.1 0.2
C -5.68555 1.88769 3.97992 0.1 0.0 0.0
C -4.70132 2.90378 4.61958 0.0 -0.1 -0.1
C -3.47734 2.85587 3.73551 -0.1 0.0 0.1
C -2.30605 3.54662 3.78993 0.1 0.0 -0.1
C -1.30834 3.22863 2.84666 0.0 0.1 0.1
C -1.42995 2.28087 1.85025 0.0 -0.2 0.0
P 0.16093 1.92765 0.92655 -0.2 0.1 0.0
C 1.28108 1.50355 2.32104 0.0 0.0 0.0
C 0.83132 1.00057 3.53758 0.0 0.0 0.1
C 1.73092 0.60883 4.52509 0.0 0.0 -0.1
C 3.09521 0.72583 4.31403 -0.1 0.0 -0.1
C 3.55806 1.22045 3.09944 0.0 0.0 0.0
C 2.66028 1.58884 2.11238 0.0 0.1 -0.1
C 0.64473 3.65938 0.52385 -0.1 -0.1 -0.1
C 1.46485 4.45802 1.31342 0.1 0.1 0.1
C 1.76586 5.76260 0.93234 0.0 -0.1 0.0
C 1.25109 6.28274 -0.24637 -0.1 -0.1 0.0
C 0.41687 5.49388 -1.03285 0.0 0.0 0.0
C 0.11382 4.19708 -0.64824 0.0 0.0 -0.1
C -2.69486 1.60654 1.73018 0.0 -0.1 -0.2
C -3.65645 1.90819 2.71029 -0.1 0.0 0.1
H -4.27270 1.14992 -2.25476 0.0 0.0 0.0
H -5.99058 -0.10376 -3.56055 0.0 0.0 0.0
H -6.10517 -2.95887 -4.71702 0.0 0.0 0.0
H -7.06945 -2.90864 -3.25817 0.0 0.0 0.0
H -5.24870 -5.05825 -4.05009 0.0 0.0 0.0
H -6.12222 -4.95809 -2.53721 0.0 0.0 0.0
H -3.26360 -5.88690 -1.85535 0.0 0.0 0.0
H -1.26560 -4.78819 -0.99870 0.0 0.0 0.0
H -0.63854 -0.73691 1.44616 0.0 -0.1 0.0
H -0.87049 -1.30240 3.81469 0.0 0.0 0.0
H -0.43063 -3.61511 4.60065 0.0 0.0 0.0
H 0.21953 -5.35280 2.95769 0.0 0.0 0.0
H 0.39568 -4.81382 0.58915 0.0 0.0 0.0
H 2.30271 -3.82462 -0.29963 0.0 0.0 0.0
H 3.56093 -5.50315 -1.55883 0.0 0.0 0.0
H 2.85998 -6.14284 -3.84137 0.0 0.0 0.0
H 0.88936 -5.03596 -4.86890 0.0 0.0 0.0
H -0.41081 -3.40594 -3.59594 0.0 0.0 0.0
H -4.69621 -0.67434 0.12066 0.0 0.0 0.0
H -6.24670 -0.16724 1.96988 0.0 0.0 0.0
H -5.99584 1.11502 4.68315 0.0 0.0 0.0
H -6.59485 2.37785 3.62990 0.0 0.0 0.0
H -4.44614 2.62707 5.64318 0.0 0.0 0.0
H -5.11982 3.90933 4.66043 0.0 0.0 0.0
H -2.11393 4.29952 4.54380 0.0 0.0 0.0
H -0.36476 3.75223 2.94242 0.0 0.0 0.0
H -0.23112 0.91655 3.73154 0.0 0.0 0.0
H 1.35841 0.22053 5.46410 0.0 0.0 0.0
H 3.79328 0.43739 5.08898 0.0 0.0 0.0
H 4.62230 1.31416 2.91902 0.0 0.0 0.0
H 3.03015 1.95533 1.16079 0.0 0.0 0.0
H 1.87979 4.07619 2.23889 0.0 0.0 0.0
H 2.40157 6.36991 1.56413 0.0 0.0 0.0
H 1.48495 7.29658 -0.54382 0.0 0.0 0.0
H -0.00272 5.89052 -1.94856 0.0 0.0 0.0
H -0.54272 3.59391 -1.26492 0.0 0.0 0.1
I -0.47825 1.35847 -3.32681 -0.3 0.2 -0.5
I 0.79956 1.11964 -5.71850 -0.1 0.0 0.1
N 5.63005 -1.16749 0.68521 -0.1 -0.1 0.0
C 4.96205 -1.76224 1.69584 0.1 0.0 0.0
N 5.65918 -2.28881 2.71349 0.0 0.0 0.0
N 3.64879 -1.84278 1.77264 -0.1 0.1 -0.2
C 2.93702 -1.26684 0.84408 0.1 -0.2 0.2
N 2.23072 -0.79105 0.05953 0.9 -0.4 1.1
H 6.61633 -1.34616 0.58498 0.0 0.0 0.0
H 5.13103 -1.07651 -0.19623 0.0 0.1 -0.1
H 6.65699 -2.21015 2.77776 0.0 0.0 0.0
H 5.13979 -2.64479 3.49689 0.0 0.0 0.0
I 4.23558 -1.62783 -2.83656 -0.1 0.1 0.2
C 2.23246 -0.74476 -2.96195 0.1 -0.1 -0.2
H 1.74296 -1.48792 -3.59712 0.0 0.0 0.0
H 2.47258 0.07764 -3.63753 0.0 0.0 0.0
O 2.24791 1.84369 -1.38708 0.4 -0.1 0.1
S 3.74073 1.97253 -1.72888 -0.6 -0.4 0.2
C 4.22370 3.56190 -1.02091 0.0 0.2 0.0
C 4.79717 4.40571 -2.15668 0.0 0.0 0.0
C 3.90234 4.11222 -3.35798 0.0 -0.1 0.0
C 3.80465 2.59160 -3.42345 0.0 0.0 -0.1
H 4.89800 3.38533 -0.18468 0.0 0.0 0.0
H 3.28485 3.98313 -0.65494 0.0 0.0 0.0
H 5.82800 4.11680 -2.37430 0.0 0.0 0.0
H 4.80132 5.45985 -1.88084 0.0 0.0 0.0
H 4.30006 4.51966 -4.28626 0.0 0.0 0.0
H 2.91076 4.54161 -3.19783 0.0 0.0 0.0
H 4.68149 2.13362 -3.88522 0.0 0.0 0.0
H 2.91302 2.19572 -3.90963 0.0 0.1 0.0
```
Forces are in eV/Å.

Mulliken population analysis, charges in e, atoms 1 to 6: atom 1 (V): 1.402, atom 2 (O): -0.826, atom 3 (S): 1.569, atom 4 (C): 0.536, atom 5 (C): -0.222, atom 6 (C): -1.459

***

Q: What is the formula in the second record?
A: C55H50I3N4O2P2S2V